#A
{"formula": "C2H3N3S2", "method": "wB97M-V/def2-TZVPD", "homo_energy_ha": -0.3258, "total_charge": 0, "gap_ev": 8.26, "molar_mass_g_mol": 133.20, "lumo_ev": -0.61, "species": ["C", "C", "H", "H", "H", "N", "N", "N", "S", "S"], "coordinates": [[0.53, -0.35, 0.14], [1.96, -0.64, 0.02], [-1.76, 2.16, 0.78], [1.27, 1.37, 0.49], [-2.33, -2.52, -1.16], [0.26, 0.95, 0.52], [-0.25, -1.34, -0.22], [3.11, -0.49, -0.28], [-0.81, 2.04, -0.33], [-1.96, -1.19, 0.05]]}

#B
{"formula": "C2H3N3S2", "method": "wB97M-V/def2-TZVPD", "homo_energy_ha": -0.3214, "total_charge": 0, "gap_ev": 9.09, "smiles": "Sc1nn[nH]c1S", "molar_mass_g_mol": 133.20, "lumo_ev": 0.34, "species": ["S", "C", "N", "N", "N", "C", "S", "H", "H", "H"], "coordinates": [[-2.09, -0.68, -0.02], [-0.62, 0.38, 0.14], [-0.59, 1.77, -0.08], [0.68, 2.18, -0.06], [1.43, 1.09, 0.04], [0.65, -0.05, 0.11], [1.44, -1.59, -0.08], [-3.13, 0.18, 0.00], [2.40, 1.14, 0.29], [0.32, -2.30, 0.58]]}

Of them, #A has the lowest stability.

#A
{"formula": "C5H12Si", "method": "wB97M-V/def2-TZVPD", "homo_energy_ha": -0.2871, "total_charge": 0, "gap_ev": 8.35, "molar_mass_g_mol": 100.24, "lumo_ev": 0.54, "species": ["C", "C", "C", "C", "C", "Si", "H", "H", "H", "H", "H", "H", "H", "H", "H", "H", "H", "H"], "coordinates": [[-1.06, 0.42, -1.21], [-0.47, 0.11, 0.14], [0.34, -2.17, 0.25], [1.89, 0.96, -0.08], [0.61, 0.92, 0.77], [-2.32, 0.17, 0.20], [-0.81, 1.39, -1.63], [-1.02, -0.35, -1.97], [0.94, -2.19, -0.64], [-0.58, -2.71, 0.22], [0.86, -2.14, 1.18], [2.03, 1.94, -0.53], [1.83, 0.23, -0.88], [2.77, 0.74, 0.52], [0.24, 1.94, 0.92], [0.83, 0.52, 1.76], [-3.05, 1.31, 0.73], [-3.05, -1.08, 0.21]]}

#B
{"formula": "C5H12Si", "method": "wB97M-V/def2-TZVPD", "homo_energy_ha": [-0.2660, -0.3033], "total_charge": 0, "gap_ev": [7.23, 9.08], "molar_mass_g_mol": 100.24, "lumo_ev": [-0.01, 0.82], "species": ["C", "C", "C", "C", "C", "Si", "H", "H", "H", "H", "H", "H", "H", "H", "H", "H", "H", "H"], "coordinates": [[0.25, -0.60, -0.63], [-0.41, -0.14, 1.30], [1.56, -1.18, -0.99], [-0.78, -0.02, -1.53], [-1.84, 0.20, 1.21], [1.02, 1.24, 1.36], [2.05, -1.90, -0.42], [2.28, -0.28, -0.97], [1.38, -1.56, -2.03], [-0.34, 0.18, -2.53], [-1.05, 0.92, -1.04], [-1.69, -0.66, -1.61], [-2.47, -0.63, 0.85], [-2.33, 0.79, 2.19], [-2.00, 0.98, 0.55], [0.83, 1.96, 0.21], [2.15, 0.33, 1.57], [0.76, 2.14, 2.52]]}

Of them, #B has the lowest stability.

#A
{"formula": "C6H15PS2", "method": "wB97M-V/def2-TZVPD", "homo_energy_ha": [-0.2965, -0.2969], "total_charge": 0, "gap_ev": [6.89, 6.89], "molar_mass_g_mol": 182.29, "lumo_ev": [-1.18, -1.19], "species": ["C", "C", "C", "C", "C", "C", "P", "S", "S", "H", "H", "H", "H", "H", "H", "H", "H", "H", "H", "H", "H", "H", "H", "H"], "coordinates": [[-2.40, 0.10, 1.02], [0.12, -2.21, -1.33], [0.43, 2.41, -0.16], [-1.24, 1.02, 1.10], [1.36, -1.23, -1.25], [-0.12, 0.96, 0.04], [1.41, -0.12, 0.29], [3.90, 1.05, -0.17], [0.78, -1.33, 1.90], [-2.73, -0.03, -0.03], [-2.16, -1.08, 1.28], [-3.16, 0.46, 1.75], [-0.65, -1.62, -1.67], [0.18, -2.89, -2.11], [-0.28, -2.68, -0.38], [1.05, 2.75, 0.65], [0.99, 2.45, -1.03], [-0.40, 3.06, -0.23], [-0.72, 0.94, 2.11], [-1.54, 2.00, 1.26], [1.52, -0.45, -2.07], [2.31, -1.84, -1.29], [-0.29, 0.55, -0.99], [1.64, -2.26, 1.32]]}

#B
{"formula": "C6H15PS2", "method": "wB97M-V/def2-TZVPD", "homo_energy_ha": -0.3145, "total_charge": 0, "gap_ev": 9.15, "smiles": "CC(C)P(S)S.C=CC", "molar_mass_g_mol": 182.29, "lumo_ev": 0.59, "species": ["C", "C", "C", "P", "S", "S", "H", "H", "H", "H", "H", "H", "H", "H", "H", "C", "C", "C", "H", "H", "H", "H", "H", "H"], "coordinates": [[1.76, -2.91, 1.35], [1.40, -2.06, 0.21], [2.56, -1.21, -0.22], [-0.25, -0.88, 0.24], [0.48, 0.58, 1.61], [-1.48, -2.11, 1.56], [1.20, -3.77, 1.34], [2.77, -3.16, 1.25], [1.68, -2.47, 2.26], [1.12, -2.68, -0.60], [2.82, -0.70, 0.59], [2.25, -0.54, -1.06], [3.34, -1.88, -0.43], [0.88, 1.23, 0.42], [-2.03, -1.04, 2.03], [-1.57, 1.99, -2.27], [-1.80, 2.07, -0.98], [-2.47, 3.29, -0.40], [-1.86, 2.96, -2.89], [-1.41, 1.26, -3.07], [-1.52, 1.31, -0.28], [-2.74, 4.03, -1.09], [-1.74, 3.68, 0.33], [-3.38, 2.99, 0.10]]}

#C
{"formula": "C6H15PS2", "method": "wB97M-V/def2-TZVPD", "homo_energy_ha": [-0.2785, -0.2757], "total_charge": 0, "gap_ev": [6.80, 6.67], "molar_mass_g_mol": 182.29, "lumo_ev": [-0.77, -0.83], "species": ["C", "C", "C", "C", "C", "C", "P", "S", "S", "H", "H", "H", "H", "H", "H", "H", "H", "H", "H", "H", "H", "H", "H", "H"], "coordinates": [[3.30, 1.38, -1.30], [-1.76, -1.03, 1.50], [-1.96, -0.02, -0.85], [-1.38, -2.44, -0.54], [2.60, 1.35, 0.07], [-1.28, -1.05, 0.08], [0.54, -0.82, 0.08], [0.56, 2.51, 2.20], [0.76, 1.26, 0.03], [4.11, 2.02, -1.35], [3.58, 0.37, -1.37], [2.61, 1.78, -2.07], [-2.91, -0.82, 1.57], [-1.48, -1.97, 1.91], [-1.42, -0.19, 2.12], [-3.02, -0.27, -1.05], [-1.54, -0.04, -1.85], [-2.09, 1.01, -0.47], [-0.78, -3.06, 0.16], [-2.31, -2.90, -0.56], [-1.05, -2.31, -1.52], [2.68, 2.20, 0.61], [2.91, 0.42, 0.58], [-0.67, 2.63, 2.02]]}

Of them, #A has the lowest stability.

#A
{"formula": "C8H13NO2", "method": "wB97M-V/def2-TZVPD", "homo_energy_ha": [-0.2905, -0.2781], "total_charge": 0, "gap_ev": [7.80, 6.59], "molar_mass_g_mol": 155.20, "lumo_ev": [-0.10, -0.98], "species": ["C", "C", "C", "C", "C", "C", "C", "C", "N", "O", "O", "H", "H", "H", "H", "H", "H", "H", "H", "H", "H", "H", "H", "H"], "coordinates": [[-1.75, -1.74, 0.14], [-3.46, 0.96, 0.11], [-3.76, -0.40, -0.26], [-0.01, -0.03, -0.15], [2.10, 0.17, -1.42], [2.09, -0.93, 0.83], [1.69, 1.54, 0.64], [1.47, 0.17, -0.02], [-2.97, -1.43, -0.17], [-4.25, 1.88, 0.09], [-0.55, -1.14, 0.24], [-1.60, -2.79, 0.40], [-2.42, 1.12, 0.47], [-4.76, -0.62, -0.61], [-0.62, 0.76, -0.57], [3.17, 0.35, -1.34], [1.66, 0.94, -2.05], [1.96, -0.80, -1.91], [1.59, -1.00, 1.80], [2.02, -1.90, 0.33], [3.14, -0.71, 1.00], [1.26, 2.33, 0.04], [2.76, 1.72, 0.75], [1.23, 1.56, 1.63]]}

#B
{"formula": "C8H13NO2", "method": "wB97M-V/def2-TZVPD", "homo_energy_ha": [-0.2493, -0.3078], "total_charge": 0, "gap_ev": [6.69, 8.72], "molar_mass_g_mol": 155.20, "lumo_ev": [-0.10, 0.35], "species": ["C", "C", "C", "C", "C", "C", "C", "C", "N", "O", "O", "H", "H", "H", "H", "H", "H", "H", "H", "H", "H", "H", "H", "H"], "coordinates": [[1.89, -1.97, -1.75], [-1.36, -1.23, 1.69], [0.06, -0.50, 1.75], [-1.28, 1.01, -0.87], [0.27, 0.98, -0.82], [-2.09, -0.79, 0.50], [0.86, -0.35, -0.49], [0.81, 2.23, 0.03], [1.06, -1.03, -1.58], [-2.01, 0.62, 0.20], [0.99, -0.83, 0.75], [1.92, -2.41, -2.72], [2.59, -2.35, -1.00], [-1.20, -2.33, 1.73], [-1.72, -0.90, 2.61], [-0.21, 0.47, 1.70], [0.76, -0.69, 2.71], [-1.61, 2.06, -1.15], [-1.46, 0.31, -1.69], [0.49, 1.17, -1.80], [-1.65, -1.24, -0.45], [0.33, 2.14, 0.99], [0.61, 3.30, -0.38], [1.97, 2.33, 0.03]]}

Of them, #B has the lowest stability.